Entry 1:
C27H34BrN3OSSbTl | ωB97M-V/def2-TZVPD

Computed properties:
Total energy, Eh: -4673.63360
Energy relative to the best compared isomer or geometry (same formula, charge and spin), eV: 0.069
HOMO energy, eV: -6.73
Max |F|, eV/A: 0.2
2S+1: 1
Orbital gap, eV: 7.2

Each line ends with the Mulliken charge.
Atoms and positions in Å:
Tl  0.62737  -0.79557  -1.11171  0.76
N  3.01286  0.54801  2.27819  0.03
C  1.99213  -0.31291  2.68254  0.46
C  2.01696  -0.73334  4.02084  -0.84
C  0.98687  -1.51202  4.49339  -0.56
C  -0.03813  -1.87317  3.62548  -1.16
C  0.03458  -1.42471  2.32246  -0.67
N  1.01723  -0.64690  1.84985  0.52
C  3.57472  0.81840  1.03072  0.55
C  4.55303  1.82273  0.97813  -0.76
C  5.13857  2.10751  -0.23232  -0.40
C  4.74554  1.39551  -1.36222  -0.80
C  3.77532  0.43081  -1.20105  -0.27
N  3.19674  0.13343  -0.03312  -0.08
H  3.53163  0.93855  3.04538  0.21
H  2.84239  -0.45261  4.66336  0.37
H  0.98513  -1.84306  5.52406  0.40
H  -0.86278  -2.49232  3.94895  0.52
H  -0.73638  -1.67020  1.59875  0.83
H  4.82417  2.36911  1.87325  0.36
H  5.89093  2.88275  -0.30090  0.41
H  5.17136  1.59295  -2.33527  0.41
H  3.42494  -0.14361  -2.05354  0.42
Br  -0.41172  0.29169  -4.01906  -0.21
C  -0.19908  2.14275  -3.61611  0.60
C  -0.44021  3.00692  -4.64539  -0.59
C  -0.33647  4.39591  -4.43984  -0.59
C  -0.01056  4.86617  -3.20263  -0.85
C  0.23136  3.97756  -2.12485  1.12
C  0.53654  4.49803  -0.84328  -1.03
C  0.74514  3.65008  0.20262  -1.17
C  0.67762  2.25270  0.00115  0.35
C  0.41092  1.66109  -1.21270  -0.72
C  0.16077  2.56132  -2.30231  0.23
H  -0.71183  2.61850  -5.61763  0.42
H  -0.52377  5.07351  -5.26259  0.40
H  0.06425  5.93199  -3.01928  0.36
H  0.59061  5.57343  -0.71772  0.33
H  0.96679  4.04318  1.18895  0.48
H  0.84995  1.62340  0.87051  0.17
C  -5.01721  1.37627  1.20718  -1.15
C  -4.13847  0.16079  0.95245  -0.58
S  -2.53404  0.58636  0.24051  0.52
O  -1.93188  -0.74546  -0.12537  -0.70
C  -3.08342  1.33750  -1.30518  0.86
C  -3.91302  0.42574  -2.18986  -1.35
H  -5.85944  1.10080  1.84153  0.39
H  -5.41946  1.78330  0.27925  0.26
H  -4.46529  2.16933  1.71514  0.31
H  -4.60410  -0.57238  0.29353  0.34
H  -3.87849  -0.34711  1.88250  0.46
H  -2.14569  1.61901  -1.78387  -0.91
H  -3.59706  2.26276  -1.03389  0.52
H  -3.44345  -0.55549  -2.26582  0.26
H  -3.97300  0.84750  -3.19318  0.42
H  -4.93005  0.30207  -1.81600  0.33
C  -0.54330  -5.17227  2.35343  -1.30
Sb  0.93387  -4.65917  0.86773  0.68
C  -0.54387  -4.41815  -0.67009  -1.09
C  1.34347  -6.71264  0.36572  -1.30
H  -1.07714  -6.06897  2.03687  0.43
H  -1.25909  -4.35554  2.45319  0.26
H  -0.08118  -5.35285  3.32384  0.37
H  -1.20796  -5.28375  -0.67492  0.48
H  -0.06181  -4.31873  -1.64219  0.31
H  -1.12199  -3.51084  -0.48922  0.08
H  0.40661  -7.24538  0.20103  0.35
H  1.89450  -7.19762  1.17168  0.35
H  1.94646  -6.76267  -0.54106  0.36

Entry 2:
C18H21N4O4STi | ωB97M-V/def2-TZVPD

Computed properties:
Total energy, Eh: -2466.09515
Energy relative to the best compared isomer or geometry (same formula, charge and spin), eV: 0.314
HOMO energy (spin up / spin down), eV: -10.38 / -11.52
Net charge: +1
Max |F|, eV/A: 0.8
2S+1: 3
Orbital gap (spin up / spin down), eV: 7.1 / 8.1

Each line ends with the Mulliken spin population.
Atoms and positions in Å:
Ti  -0.24414  -0.45519  -0.33510  1.70
C  1.53146  -3.53086  -0.88449  0.01
C  0.33014  -2.68564  -1.19635  0.02
C  0.31791  -1.79352  -2.27664  0.21
C  -0.82819  -1.03552  -2.57515  -0.14
C  -0.82156  -0.04650  -3.70758  0.01
C  -1.96713  -1.16375  -1.76243  0.16
C  -2.00715  -2.08320  -0.68918  -0.02
C  -3.25335  -2.25527  0.12708  0.03
C  -0.84586  -2.81094  -0.42186  -0.02
H  2.39486  -3.22282  -1.47123  -0.01
H  1.31908  -4.57552  -1.11772  0.00
H  1.79180  -3.47707  0.17265  0.01
H  1.20056  -1.68778  -2.89542  0.01
H  -1.40112  0.84416  -3.46414  0.00
H  -1.27476  -0.49804  -4.59184  0.00
H  0.19142  0.25566  -3.97072  0.00
H  -2.83783  -0.55339  -1.96943  0.00
H  -3.94428  -2.92535  -0.38779  0.01
H  -3.75952  -1.30173  0.27308  0.00
H  -3.02755  -2.68626  1.10087  0.00
H  -0.83049  -3.47484  0.43348  0.00
O  -0.98721  5.02731  -1.88859  0.00
C  0.09123  4.53219  -2.46838  0.00
O  0.65912  5.07334  -3.37784  0.00
C  0.62519  3.23246  -1.94703  -0.01
C  1.79834  2.67650  -2.41917  -0.01
N  1.97665  1.51140  -1.78063  -0.02
N  1.00397  1.27300  -0.88735  0.01
C  0.17646  2.31932  -0.98214  0.01
C  -1.03782  2.28902  -0.09476  0.01
O  -1.77235  3.25787  -0.03200  0.01
O  -1.18310  1.16724  0.53194  0.01
H  -1.32896  4.44850  -1.16326  0.00
H  2.48782  3.05795  -3.15422  0.00
H  2.76187  0.88408  -1.84683  0.00
C  2.29328  -1.17691  4.58341  0.00
N  1.27520  -0.20307  4.21889  0.00
C  0.79962  0.80716  5.03737  0.00
C  -0.15363  1.46408  4.34780  0.00
N  -0.25311  0.84182  3.12149  0.00
C  0.61738  -0.17404  3.04518  0.00
S  0.87477  -1.29839  1.77112  -0.02
H  1.83133  -2.11855  4.87524  0.00
H  2.86928  -0.77854  5.41347  0.00
H  2.94846  -1.34815  3.73334  0.00
H  1.18986  0.96894  6.02564  0.00
H  -0.75422  2.31507  4.61115  0.00
H  -0.84374  1.11376  2.33608  0.00

Entry 3:
C2H3IN3S | ωB97M-V/def2-TZVPD

Computed properties:
Total energy, Eh: -937.71642
Energy relative to the best compared isomer or geometry (same formula, charge and spin), eV: 3.774
HOMO energy (spin up / spin down), eV: -14.15 / -14.04
Net charge: +1
Max |F|, eV/A: 3.8
2S+1: 1
Orbital gap (spin up / spin down), eV: 6.3 / 6.8

Each line ends with the Mulliken charge.
Atoms and positions in Å:
C  0.69580  1.25243  0.55561  0.10
C  -0.37180  0.07603  -1.01504  0.30
N  0.63012  2.20688  -0.29009  -0.28
N  0.18085  0.03503  0.19884  0.38
N  0.09262  -1.09163  1.00291  -0.82
S  -0.18100  1.68541  -1.62150  0.21
I  -2.39640  -2.26524  -2.59310  0.23
H  1.27494  1.50635  1.50607  0.37
H  -0.71867  -1.69988  0.91039  0.27
H  0.79355  -1.70538  1.34592  0.25

Entry 4:
C20H34N2O3 | ωB97M-V/def2-TZVPD

Computed properties:
Total energy, Eh: -1117.66296
Energy relative to the best compared isomer or geometry (same formula, charge and spin), eV: 2.717
SMILES: CCCC[C@@H]1CNCCN1CCCc1cc(OC)c(OC)c(OC)c1
HOMO energy, eV: -7.89
Max |F|, eV/A: 0.7
2S+1: 1
Orbital gap, eV: 8.7

Each line ends with the Mulliken charge.
Atoms and positions in Å:
C  4.66302  0.91588  -3.04415  -1.29
C  3.92406  1.38845  -1.79742  -0.73
C  2.66649  0.57095  -1.50110  1.00
C  2.97240  -0.87961  -1.13555  -1.55
C  1.77934  -1.63654  -0.53976  0.25
C  0.67929  -1.80712  -1.60513  -1.08
N  -0.40642  -2.66357  -1.16966  -0.43
C  -0.95085  -2.13764  0.06672  -0.40
C  0.12447  -1.90839  1.12976  -1.10
N  1.15594  -1.01480  0.62979  1.32
C  2.08271  -0.63028  1.67959  -0.94
C  1.47354  0.28419  2.74677  -0.98
C  0.89055  1.59015  2.19074  -1.30
C  -0.41153  1.40757  1.46228  0.00
C  -1.53061  0.94383  2.14836  -0.31
C  -2.73467  0.76067  1.49266  1.06
O  -3.87762  0.32090  2.10480  -0.46
C  -3.85233  0.08819  3.48915  -0.96
C  -2.85131  1.02977  0.11308  0.88
O  -4.06848  0.86034  -0.52711  -0.58
C  -4.54313  -0.46946  -0.60372  -0.67
C  -1.73663  1.52715  -0.56655  -0.03
O  -1.65929  1.87666  -1.87913  -0.48
C  -2.73937  1.67013  -2.76178  -0.86
C  -0.53852  1.71842  0.12796  -0.54
H  5.04721  -0.09207  -2.91066  0.30
H  3.99603  0.91970  -3.90342  0.31
H  5.50297  1.57292  -3.25923  0.41
H  4.59953  1.34393  -0.93889  0.34
H  3.63503  2.43335  -1.93425  0.40
H  2.13168  1.02559  -0.66877  -0.96
H  2.01032  0.59989  -2.37166  0.40
H  3.81412  -0.91074  -0.43950  0.29
H  3.28181  -1.42943  -2.02719  0.59
H  2.14844  -2.65261  -0.26827  0.09
H  1.10590  -2.22524  -2.51963  0.43
H  0.24885  -0.82794  -1.82319  0.24
H  -0.04461  -3.60133  -1.00414  0.37
H  -1.71176  -2.82516  0.44445  0.51
H  -1.41831  -1.17740  -0.16175  -0.15
H  -0.34361  -1.45915  2.00391  0.44
H  0.55967  -2.88470  1.43144  0.38
H  2.90700  -0.08558  1.22206  0.37
H  2.50622  -1.52044  2.18661  0.24
H  0.70866  -0.24446  3.31558  0.45
H  2.27793  0.53276  3.44428  0.49
H  1.61997  2.05276  1.52522  0.33
H  0.72602  2.26994  3.03217  0.47
H  -1.45091  0.74331  3.20495  0.56
H  -4.86500  -0.21317  3.75418  0.26
H  -3.58854  0.99289  4.04598  0.35
H  -3.15715  -0.71703  3.75127  0.35
H  -5.46971  -0.41741  -1.17340  0.30
H  -3.82730  -1.11577  -1.12555  0.25
H  -4.74567  -0.88389  0.38558  0.21
H  -2.40355  2.07364  -3.71751  0.31
H  -2.96363  0.60659  -2.88077  0.27
H  -3.63779  2.19579  -2.43439  0.31
H  0.28911  2.11464  -0.43613  0.27